# 1
# C45H59BaN7O4S3

C45H59BaN7O4S3 as an isolated structure in a non-equilibrium geometry (ωB97M-V/def2-TZVPD, the Open Molecules 2025 dataset).

Properties
**Molecular weight**: 995.54 Da
**E_HOMO**: -0.00274 Eh
**Orbital gap**: 3.58 eV
**Total charge**: -2
**E_tot**: -99448.1019 eV
**Relative energy (zero: lowest compared OMol25 entry of this formula, charge and spin)**: 0.0 kJ/mol

```
119
Properties=species:S:1:pos:R:3:mulliken_charge:R:1
Ba -0.0324 -1.0129 -0.8470 0.2345
C -1.8051 3.7103 0.0874 -0.9776
C -2.2340 3.0888 1.4194 -1.1015
S -2.2465 1.2825 1.3679 0.1867
C -1.3854 0.8395 2.8875 -0.6399
C 0.0069 1.4477 3.0958 -1.4403
S 1.1271 1.0748 1.7306 0.5839
C 1.8380 2.6626 1.2771 0.2409
C 0.8962 3.7634 0.7998 -1.3979
S -0.1849 3.2379 -0.5496 0.2154
H -1.8848 4.7988 0.1687 0.5833
H -2.4959 3.4010 -0.7006 0.2500
H -3.2288 3.4765 1.6589 0.5918
H -1.5806 3.4367 2.2206 0.4174
H -1.3117 -0.2487 2.7979 -0.1153
H -1.9993 1.0498 3.7675 0.6021
H 0.4127 1.0402 4.0251 0.6751
H -0.0609 2.5289 3.2379 0.6588
H 2.5338 2.3949 0.4801 -1.1025
H 2.4435 3.0611 2.0968 0.6040
H 1.5061 4.6119 0.4825 0.7348
H 0.2817 4.1167 1.6309 0.5596
O -3.3171 -3.7682 -1.4920 -0.7670
C -2.2801 -3.2864 -1.0132 0.3234
O -1.2223 -3.0023 -1.6631 -0.2503
C -2.2896 -2.8587 0.5208 0.6000
O -2.6975 -3.6422 1.3672 -0.7858
O -1.8679 -1.6599 0.6969 -0.3972
C 4.4645 -4.6056 -1.6852 -1.8308
C 3.0366 -4.2704 -1.2559 2.6128
C 2.0255 -5.1920 -1.9450 -1.5369
C 2.8507 -4.3065 0.2542 0.0756
C 3.0566 -5.5061 0.9276 -0.0761
C 2.7249 -5.6602 2.2642 -1.7792
C 2.1372 -4.5882 2.9268 -0.1458
C 1.9275 -3.3703 2.2997 0.6207
C 1.3446 -2.1954 3.0629 2.9850
C 0.1794 -2.5675 3.9745 -1.7452
C 2.4607 -1.4742 3.8210 -1.4943
C 2.3409 -3.1774 0.9511 -0.7720
N 2.1966 -1.9374 0.3695 0.3336
C 3.2920 -1.4459 -0.3161 -1.8225
C 3.3726 -0.5110 -1.3016 0.2511
N 2.3282 0.0824 -2.0150 1.2155
C 2.6040 0.9695 -2.9944 -0.2249
C 3.6341 1.9659 -2.9633 0.6855
C 3.9051 2.7387 -4.0871 -0.4743
C 3.1730 2.6339 -5.2558 -1.5401
C 2.1022 1.7374 -5.2691 -1.0999
C 1.7938 0.9307 -4.1898 0.4049
C 0.6684 -0.0905 -4.3090 4.3368
C -0.3356 0.2359 -5.4111 -1.8360
C 1.2252 -1.5067 -4.5095 -1.2285
C 4.3437 2.3311 -1.6665 1.0992
C 4.0512 3.7868 -1.2826 -1.5387
C 5.8549 2.1012 -1.7151 -1.8890
H 4.5749 -4.5097 -2.7699 0.4257
H 4.7322 -5.6324 -1.4115 0.3450
H 5.1790 -3.9316 -1.2078 0.3608
H 2.8330 -3.2544 -1.5882 -0.9033
H 2.1694 -6.2345 -1.6429 0.2952
H 2.1341 -5.1375 -3.0340 0.4234
H 1.0013 -4.9041 -1.6959 0.3192
H 3.4550 -6.3530 0.3734 0.2742
H 2.8847 -6.6052 2.7718 0.3206
H 1.8393 -4.7055 3.9644 0.2558
H 0.9785 -1.5052 2.3031 -1.0081
H 0.4791 -3.2651 4.7635 0.4729
H -0.6362 -3.0182 3.4044 0.3145
H -0.2078 -1.6749 4.4815 0.4106
H 2.9201 -2.1444 4.5555 0.3331
H 2.0832 -0.5913 4.3510 0.3915
H 3.2309 -1.1470 3.1188 0.2521
H 4.2631 -1.8673 -0.0252 0.0187
H 4.3854 -0.2995 -1.6496 -0.3261
H 4.7050 3.4748 -4.0221 0.2237
H 3.4010 3.2451 -6.1218 0.3381
H 1.5008 1.6646 -6.1698 0.3049
H 0.1118 -0.1075 -3.3629 -2.1727
H 0.0967 0.0449 -6.3989 0.6730
H -0.6615 1.2763 -5.3829 0.5077
H -1.2173 -0.4055 -5.3219 -0.2848
H 1.7070 -1.5815 -5.4893 0.3514
H 0.4236 -2.2534 -4.4582 0.0447
H 1.9668 -1.7338 -3.7409 0.2681
H 3.9394 1.6900 -0.8853 -0.1981
H 4.5334 4.4830 -1.9755 0.4303
H 4.4171 4.0147 -0.2743 0.4219
H 2.9772 3.9899 -1.3191 0.2456
H 6.3160 2.7203 -2.4919 0.2918
H 6.0857 1.0589 -1.9385 0.3869
H 6.3251 2.3600 -0.7606 0.4470
C -4.0835 -0.5494 -1.3383 -1.4204
C -3.4142 0.4101 -2.2568 1.1869
N -2.2881 1.0476 -2.0251 0.6348
C -2.1112 1.9313 -3.0691 -0.3706
C -3.1358 1.8207 -3.9521 -1.2057
N -3.9581 0.8356 -3.4408 0.2327
C -5.0489 0.2010 -4.1277 -1.3565
N -4.5811 -0.4528 -5.3255 0.7536
N -4.7679 0.1463 -6.5234 -0.8171
N -4.1287 -0.5009 -7.4207 -0.6149
C -3.4732 -1.5463 -6.8195 0.7860
C -2.6120 -2.5065 -7.3648 -0.8050
C -2.0643 -3.4166 -6.4934 -0.4545
C -2.3659 -3.3930 -5.1138 -0.8542
C -3.2159 -2.4637 -4.5667 -0.5013
C -3.7582 -1.5320 -5.4569 0.9905
H -3.5500 -0.5440 -0.3892 -0.2740
H -4.0928 -1.5860 -1.6890 0.2701
H -5.1177 -0.2427 -1.1510 0.5682
H -1.2328 2.5563 -3.1392 0.4874
H -3.3258 2.2798 -4.9095 0.4148
H -5.8034 0.9133 -4.4520 0.2505
H -5.4917 -0.5316 -3.4579 0.6412
H -2.3836 -2.4999 -8.4225 0.3968
H -1.3730 -4.1684 -6.8520 0.3703
H -1.9082 -4.1065 -4.4404 0.4971
H -3.3959 -2.5011 -3.4972 0.2653
```



# 2
# C2H9N2

C2H9N2 as an isolated structure in a non-equilibrium geometry (ωB97M-V/def2-TZVPD, the Open Molecules 2025 dataset).

Properties
**Molecular weight**: 61.11 Da
**E_HOMO**: -0.52612 Eh
**Orbital gap**: 5.76 eV
**Total charge**: +1
**E_tot**: -5187.6962 eV
**Relative energy (zero: lowest compared OMol25 entry of this formula, charge and spin)**: 603.8 kJ/mol

```
13
Properties=species:S:1:pos:R:3:nbo_charge:R:1
C 1.1319 -0.3819 0.5447 -0.3120
N 0.0345 -1.3145 0.6671 -0.7132
C 0.4915 0.9545 0.2093 -0.2045
N -1.4001 0.2666 -1.3769 -0.7816
H 1.7490 -0.2793 1.5458 0.3322
H 1.8221 -0.7943 -0.1767 0.2619
H -0.8604 -1.0349 0.2021 0.4147
H 0.0549 -1.9008 1.5321 0.4170
H -0.5515 0.7030 -0.6277 0.2554
H 0.0337 1.3448 1.1240 0.2642
H -1.3999 0.5170 -2.3590 0.4108
H -2.3574 0.3245 -1.1248 0.3969
H 1.2516 1.5952 -0.1600 0.2583
```



# 3
# C35H37CrIP2

C35H37CrIP2 as an isolated structure in a non-equilibrium geometry (ωB97M-V/def2-TZVPD, the Open Molecules 2025 dataset).

Properties
**Molecular weight**: 698.53 Da
**Spin multiplicity**: 5
**E_HOMO (spin up / spin down)**: -0.25005 / -0.26197 Eh
**Expectation value of S²**: 6.12
**Orbital gap (spin up / spin down)**: 6.70 / 7.20 eV
**E_tot**: -91988.6622 eV
**Relative energy (zero: lowest compared OMol25 entry of this formula, charge and spin)**: 271.0 kJ/mol

```
76
Properties=species:S:1:pos:R:3:lowdin_spin:R:1
Cr -1.4977 -2.8089 0.8427 4.0404
C -1.3718 -5.1680 2.8909 0.0260
C -0.5396 -4.0394 3.0597 -0.0003
C 0.9212 -3.9755 2.6615 0.0007
C 1.2482 -3.7772 1.1127 0.0089
C 0.3689 -4.6001 0.1748 0.0050
C -0.0453 -5.8910 0.3069 0.0242
C 0.1397 -6.7373 1.5147 0.0037
C -0.8348 -6.5555 2.7579 0.0024
C -3.2850 -1.9064 0.5875 -0.1214
H -2.5213 -5.1104 3.0230 0.0005
H -0.8307 -3.3052 3.8553 0.0005
H 1.5758 -4.7933 3.0511 0.0000
H 1.3175 -3.0753 3.1633 0.0000
H 1.1589 -2.6935 0.8208 0.0051
H 2.3021 -4.0465 0.8971 0.0007
H 0.1801 -4.1419 -0.8396 0.0061
H -0.6635 -6.2490 -0.5444 0.0007
H 1.1644 -6.5439 1.8560 0.0006
H 0.1184 -7.7872 1.2091 0.0002
H -1.6278 -7.3269 2.7500 -0.0010
H -0.2858 -6.6570 3.7054 0.0012
H -3.9907 -1.9860 1.4262 -0.0023
H -3.6929 -2.2505 -0.3979 0.0028
H -2.7660 -0.9142 0.5645 -0.0069
P -0.1489 2.8288 0.5495 0.0000
P -0.0767 1.8570 -2.1514 0.0000
C 1.5244 2.4997 -0.0934 0.0000
C 1.5517 2.1624 -1.4132 0.0000
C 0.1290 4.4472 1.3928 0.0000
C 1.3936 4.9583 1.7092 0.0000
C 1.5023 6.1894 2.3715 0.0000
C 0.3641 6.9484 2.6564 0.0000
C -0.8991 6.4211 2.3571 0.0000
C -1.0222 5.1851 1.7243 0.0000
C -0.2039 1.6338 1.9197 0.0006
C -0.3193 0.2671 1.5609 0.0045
C -0.1235 -0.6954 2.5356 0.0110
C 0.0224 -0.3249 3.8776 0.0019
C 0.0897 1.0304 4.2316 0.0003
C 0.0052 2.0199 3.2457 0.0007
C 0.0945 3.0639 -3.6057 0.0000
C 0.1710 4.4206 -3.2600 0.0000
C 0.4633 5.3823 -4.2186 0.0000
C 0.6353 5.0125 -5.5564 0.0000
C 0.5404 3.6645 -5.9174 0.0000
C 0.2661 2.6844 -4.9498 0.0000
C 0.1082 0.2649 -3.0173 0.0004
C -1.0512 -0.2678 -3.6336 0.0004
C -0.9663 -1.4724 -4.3228 0.0002
C 0.2526 -2.1701 -4.3617 0.0001
C 1.3852 -1.6430 -3.7442 0.0000
C 1.3160 -0.4285 -3.0577 0.0002
H 2.3805 2.4703 0.5845 0.0000
H 2.4385 2.0396 -2.0369 0.0000
H 2.2878 4.3932 1.4610 0.0000
H 2.4671 6.5818 2.6933 0.0000
H 0.4484 7.9230 3.1522 0.0000
H -1.7862 6.9803 2.6473 0.0000
H -1.9998 4.7656 1.4880 0.0000
H -0.5167 -0.0064 0.5107 0.0023
H -0.0674 -1.7707 2.2484 0.0055
H 0.0732 -1.0866 4.6551 0.0001
H 0.2319 1.3460 5.2676 0.0001
H 0.1382 3.0756 3.5059 0.0001
H -0.0127 4.7146 -2.2259 0.0000
H 0.5582 6.4160 -3.9152 0.0000
H 0.8564 5.7566 -6.3211 0.0000
H 0.6833 3.3599 -6.9586 0.0000
H 0.1652 1.6258 -5.2336 0.0000
H -2.0015 0.2736 -3.5557 0.0000
H -1.8482 -1.8566 -4.8354 0.0000
H 0.3093 -3.1171 -4.9004 0.0000
H 2.3346 -2.1737 -3.8057 0.0000
H 2.1965 -0.0323 -2.5622 0.0000
I -2.8831 -5.2779 0.8586 -0.0259
```